Molecular formula: C18H33Br3N10O9
Method: DFT, ωB97M-V/def2-TZVPD

## Properties
Orbital gap ... 0.294 Eh
Highest occupied orbital energy ... -8.28 eV
LUMO ... -0.3 eV

Last column: Löwdin charge in e.
Geometry (Å):
C1 -3.660 -8.886 -2.410  -1.575
Br1 -3.004 -8.174 -0.705  0.521
Br2 -3.664 -10.808 -2.309  0.560
Br3 -2.518 -8.160 -3.861  0.518
H1 -4.694 -8.606 -2.614  -0.023
C2 -0.448 0.603 -8.629  -0.054
C3 -0.488 0.340 -9.964  0.008
C4 -1.511 -0.593 -10.415  -0.311
C5 -2.382 -1.114 -9.535  -0.016
C6 -2.276 -0.712 -8.179  -0.017
C7 -1.330 0.132 -7.699  -0.353
O1 -1.352 0.693 -6.442  0.037
O2 -1.732 -0.981 -11.717  0.034
H2 0.216 1.368 -8.255  0.121
H3 0.213 0.879 -10.583  0.108
H4 -3.114 -1.829 -9.879  0.122
H5 -2.900 -1.062 -7.370  0.115
H6 -2.210 0.840 -6.038  0.106
H7 -1.251 -0.473 -12.374  0.101
C8 6.421 1.389 5.525  -0.012
C9 6.651 2.501 6.374  -0.016
C10 6.995 2.257 7.688  -0.360
C11 7.222 0.921 8.161  0.005
C12 7.132 -0.118 7.263  -0.031
C13 6.588 0.070 5.984  -0.290
O3 6.266 -1.019 5.121  -0.003
O4 6.917 3.335 8.451  0.046
H8 6.069 1.376 4.504  0.109
H9 6.456 3.481 5.965  0.113
H10 7.500 0.800 9.197  0.111
H11 7.325 -1.172 7.395  0.115
H12 5.375 -1.037 4.763  0.096
H13 7.427 4.100 8.173  0.116
C14 -3.812 2.580 3.537  -0.793
O5 -3.902 3.620 2.937  0.051
N1 -3.639 2.355 4.870  0.140
N2 -4.024 1.454 3.002  0.151
H14 -3.801 3.145 5.478  0.104
H15 -3.414 1.432 5.213  0.099
H16 -3.901 1.508 2.001  0.127
H17 -4.354 0.646 3.510  0.122
C15 -6.882 -1.427 -1.427  -0.822
O6 -5.844 -0.860 -1.716  0.017
N3 -6.819 -2.558 -0.834  0.160
N4 -8.042 -0.849 -1.469  0.171
H18 -7.513 -2.937 -0.207  0.114
H19 -5.908 -2.990 -0.781  0.122
H20 -8.896 -1.217 -1.075  0.115
H21 -7.982 0.074 -1.876  0.123
C16 4.232 6.547 -4.896  -0.868
O7 3.306 7.325 -4.862  0.048
N5 4.377 5.382 -4.471  0.173
N6 5.358 6.896 -5.365  0.153
H22 3.579 4.878 -4.111  0.140
H23 5.340 5.078 -4.493  0.116
H24 5.951 6.080 -5.318  0.102
H25 5.569 7.883 -5.340  0.137
C17 0.824 -0.893 0.448  -0.745
O8 1.460 -1.256 1.456  0.002
N7 0.182 -1.693 -0.312  0.148
N8 0.790 0.306 -0.150  0.146
H26 -0.499 -1.198 -0.869  0.110
H27 -0.113 -2.565 0.106  0.128
H28 0.334 0.275 -1.050  0.096
H29 1.383 1.113 -0.017  0.115
C18 -1.581 -2.451 7.421  -0.784
O9 -2.554 -2.413 6.694  0.027
N9 -0.392 -2.119 7.109  0.164
N10 -1.689 -2.474 8.754  0.138
H30 -0.160 -1.784 6.184  0.130
H31 0.314 -2.005 7.822  0.115
H32 -2.611 -2.655 9.125  0.110
H33 -0.906 -2.571 9.385  0.101



Molecular formula: C24H36N2RuSi
Method: DFT, ωB97M-V/def2-TZVPD

## Properties
Orbital gap (spin up / spin down) ... 0.216 / 0.117 Eh
Highest occupied orbital energy (spin up / spin down) ... -13.06 / -13.77 eV
2S+1 ... 5
⟨S²⟩ ... 6.095
LUMO (spin up / spin down) ... -7.2 / -10.6 eV
Charge ... +2

Last column: Mulliken spin population.
Geometry (Å):
C1 0.251 1.753 2.487  0.104
C2 0.927 2.263 1.300  0.167
C3 -0.149 2.506 0.321  0.171
H1 1.941 2.676 1.240  0.015
C4 -1.396 2.083 0.941  0.086
C5 -1.150 1.758 2.287  0.199
H2 -1.922 1.626 3.035  0.011
H3 0.712 1.485 3.453  0.007
H4 -0.123 3.230 -0.508  0.008
H5 -2.338 2.173 0.450  0.009
Ru1 0.763 0.597 0.070  2.203
C6 -2.627 -1.260 0.681  -0.005
H6 -2.536 -0.745 1.632  -0.002
H7 -3.320 -2.100 0.805  -0.001
H8 -2.951 -0.555 -0.097  0.006
Si1 0.149 0.630 -2.053  -0.047
C7 1.316 -0.156 -3.253  0.007
C8 2.396 0.671 -3.603  0.010
H9 2.597 1.601 -3.045  -0.003
C9 3.296 0.224 -4.588  0.014
H10 4.150 0.870 -4.844  0.001
C10 3.193 -1.055 -5.122  0.010
H11 3.970 -1.434 -5.803  0.000
C11 2.193 -1.919 -4.686  -0.001
H12 2.172 -2.964 -5.027  0.000
C12 1.248 -1.499 -3.745  0.002
H13 0.523 -2.198 -3.313  -0.002
C13 -1.334 1.068 -3.183  0.211
C14 -1.123 1.345 -4.564  0.192
H14 -0.160 1.104 -5.042  0.016
C15 -2.121 1.934 -5.350  0.004
H15 -1.894 2.265 -6.361  0.000
C16 -3.400 2.173 -4.820  0.146
H16 -4.153 2.730 -5.402  0.002
C17 -3.655 1.738 -3.512  0.251
H17 -4.654 1.899 -3.101  0.004
C18 -2.650 1.188 -2.688  -0.011
H18 -2.890 0.858 -1.669  0.005
H19 0.805 1.859 -1.426  0.067
H20 -1.622 -1.687 0.524  0.003
C19 2.125 -0.598 2.157  0.046
N1 0.950 -1.221 1.536  0.072
C20 1.327 -1.970 0.311  -0.008
C21 0.216 -2.179 2.458  -0.006
C22 -0.522 -1.580 3.633  0.009
N2 0.155 -0.557 4.460  0.004
C23 -0.812 0.156 5.286  0.004
C24 1.183 -1.115 5.342  0.001
H21 2.845 -1.407 2.397  0.011
H22 1.795 -0.119 3.079  -0.024
H23 2.547 0.116 1.397  -0.010
H24 2.262 -2.514 0.502  0.006
H25 0.531 -2.681 0.028  -0.013
H26 1.547 -1.258 -0.525  0.040
H27 -0.498 -2.776 1.842  -0.002
H28 1.008 -2.822 2.848  0.006
H29 -1.452 -1.128 3.281  0.003
H30 -0.827 -2.404 4.296  0.000
H31 -1.175 -0.464 6.119  0.001
H32 -0.339 1.052 5.692  0.000
H33 -1.670 0.473 4.692  -0.002
H34 0.749 -1.704 6.170  0.001
H35 1.887 -1.746 4.799  0.000
H36 1.736 -0.288 5.783  0.000



Molecular formula: C20H40N8O24S3
Method: DFT, ωB97M-V/def2-TZVPD

## Properties
Orbital gap ... 0.303 Eh
Highest occupied orbital energy ... -8.74 eV
LUMO ... -0.5 eV

Last column: Löwdin charge in e.
Geometry (Å):
C1 -3.269 -1.867 -3.626  0.023
N1 -3.791 -1.952 -4.978  -0.491
O1 -3.033 -1.614 -5.840  0.064
O2 -4.926 -2.220 -5.168  0.100
H1 -3.991 -1.509 -2.893  0.108
H2 -2.513 -1.091 -3.742  0.078
H3 -2.736 -2.795 -3.421  0.114
C2 3.919 -2.224 -0.309  0.064
N2 3.920 -3.556 0.431  -0.360
O3 3.456 -3.537 1.611  -0.007
O4 4.102 -4.665 -0.065  0.059
H4 3.884 -1.436 0.442  0.063
H5 3.093 -2.290 -1.016  0.094
H6 4.908 -2.163 -0.762  0.100
C3 -5.065 0.042 2.221  0.037
N3 -3.879 -0.850 2.215  -0.414
O5 -3.323 -0.909 3.309  0.053
O6 -3.473 -1.373 1.196  0.064
H7 -5.604 0.021 1.274  0.095
H8 -4.806 1.078 2.432  0.078
H9 -5.810 -0.367 2.903  0.100
C4 2.461 -0.252 -3.823  0.035
N4 3.280 -0.874 -4.933  -0.440
O7 3.533 -0.059 -5.807  0.054
O8 3.763 -1.960 -4.795  0.087
H10 2.831 0.725 -3.516  0.070
H11 2.439 -0.977 -3.010  0.073
H12 1.453 -0.182 -4.231  0.093
C5 4.240 3.313 -0.672  0.044
N5 4.289 2.123 -1.511  -0.459
O9 3.848 1.092 -1.058  0.066
O10 4.798 2.338 -2.575  0.101
H13 3.452 3.869 -1.178  0.104
H14 5.214 3.800 -0.705  0.113
H15 4.017 3.107 0.374  0.080
C6 2.449 -1.177 4.641  0.048
N6 3.525 -0.945 3.600  -0.374
O11 3.123 -0.495 2.539  0.018
O12 4.696 -1.338 3.852  0.041
H16 2.490 -2.251 4.825  0.078
H17 1.455 -1.021 4.223  0.088
H18 2.667 -0.715 5.602  0.102
C7 0.779 3.501 0.654  -0.272
C8 0.324 4.387 1.726  -0.204
O13 0.818 4.056 3.009  -0.157
S1 2.000 2.925 2.789  0.762
O14 1.822 1.777 3.709  -0.263
O15 3.304 3.513 2.855  -0.228
O16 1.442 2.456 1.219  -0.198
H19 1.465 4.067 0.021  0.114
H20 -0.033 3.096 0.050  0.122
H21 -0.764 4.427 1.780  0.117
H22 0.672 5.402 1.533  0.136
C9 1.850 -5.464 4.456  -0.136
C10 0.512 -6.188 4.449  -0.218
O17 -0.255 -5.756 3.389  -0.179
S2 0.318 -4.332 2.760  0.733
O18 -0.349 -3.211 3.482  -0.277
O19 0.292 -4.334 1.320  -0.227
O20 1.840 -4.527 3.354  -0.237
H23 2.745 -6.080 4.369  0.135
H24 2.039 -4.903 5.372  0.122
H25 -0.058 -6.206 5.379  0.132
H26 0.632 -7.262 4.299  0.129
C11 -3.542 3.932 -4.471  -0.161
C12 -3.312 2.815 -3.470  -0.155
O21 -2.560 1.844 -4.241  -0.246
S3 -3.142 1.735 -5.747  0.696
O22 -4.459 1.094 -5.742  -0.248
O23 -2.196 1.217 -6.698  -0.210
O24 -3.273 3.410 -5.791  -0.206
H27 -2.749 4.676 -4.400  0.134
H28 -4.577 4.246 -4.344  0.133
H29 -4.284 2.394 -3.213  0.126
H30 -2.672 2.963 -2.602  0.121
N7 -1.689 1.303 1.364  0.061
C13 -1.830 1.734 2.658  -0.110
C14 -2.838 2.708 2.671  -0.136
C15 -3.088 2.993 1.352  -0.161
C16 -2.527 2.022 0.562  -0.137
H31 -1.133 0.502 1.096  0.099
H32 -1.497 1.174 3.519  0.119
H33 -3.471 2.975 3.503  0.107
H34 -3.820 3.761 1.149  0.098
H35 -2.513 1.817 -0.498  0.092
N8 0.636 0.320 -1.007  0.061
C17 -0.502 -0.101 -1.653  -0.167
C18 -1.147 -1.132 -1.040  -0.085
C19 -0.394 -1.363 0.140  -0.084
C20 0.666 -0.459 0.075  -0.179
H36 1.380 0.998 -1.075  0.126
H37 -0.699 0.284 -2.644  0.094
H38 -2.083 -1.638 -1.222  0.087
H39 -0.602 -2.084 0.916  0.080
H40 1.434 -0.329 0.824  0.102



Computed values of calculated total energy (unit: eV) for the preceding records, in sequence: -262655.0426, -38888.7498, -114931.3781.
Computed values of max |F| (unit: hartree/bohr) for the preceding records, in sequence: 0.1634, 0.0642, 0.0914.